# C24H57O17P3

A 8-piece molecular cluster, C24H57O17P3 overall in a non-equilibrium geometry (ωB97M-V/def2-TZVPD, the Open Molecules 2025 dataset).

XYZ file:
```
101
Properties=species:S:1:pos:R:3:forces:R:3
C 0.86994 3.26760 -4.80262 0.16 0.77 -1.89
C -0.34406 4.10260 -4.16262 -1.08 1.28 -4.27
O -1.02406 4.84260 -4.99862 2.99 -3.35 4.90
C -0.69206 3.79860 -2.67262 2.36 4.23 0.97
H 0.96794 2.25460 -4.39662 0.10 0.36 0.46
H 1.90294 3.80260 -4.85062 -1.86 -0.71 0.71
H 0.68994 3.06760 -5.93562 -0.18 0.68 1.93
H 0.17894 3.40560 -1.99062 -1.44 0.85 -1.67
H -1.45306 3.12260 -2.64662 -2.19 -2.16 -0.09
H -1.14906 4.78660 -2.18562 1.11 -2.05 -1.02
C -3.97806 0.69360 -5.23062 -4.80 -4.95 0.38
C -4.37706 0.73360 -3.72962 2.19 -1.97 0.10
O -3.52306 0.82460 -2.84162 -1.51 0.45 -1.48
C -5.79606 0.28660 -3.47462 1.39 -2.19 -0.02
H -4.77606 1.09360 -5.95362 0.28 -1.67 1.11
H -3.39806 -0.30140 -5.59462 -2.23 1.62 1.11
H -3.32506 1.28460 -5.54562 6.31 5.75 -1.29
H -6.39606 1.11460 -3.64762 -1.74 1.18 -0.80
H -5.94706 -0.05040 -2.47362 0.20 0.24 1.03
H -6.01006 -0.66640 -4.04862 0.03 1.57 -0.10
C 0.55394 -6.44540 -1.73662 -3.26 0.47 3.38
C 0.88894 -5.88540 -0.35562 -1.89 0.09 -0.95
O 1.86594 -6.21240 0.23638 1.66 -0.57 0.66
C -0.06606 -4.83540 0.32638 2.53 -2.08 -0.24
H 1.11094 -7.17440 -2.16262 2.86 -1.14 -1.79
H -0.05406 -5.75940 -2.23762 0.13 1.55 -1.85
H -0.31606 -7.11040 -1.58962 -0.22 -0.10 0.97
H 0.36594 -4.93340 1.32838 0.19 1.36 -0.14
H -1.04506 -5.18140 0.52838 -1.36 -0.09 -0.96
H 0.11694 -3.95240 -0.28562 -0.55 0.52 0.74
C -0.50406 4.94660 4.79738 2.71 -1.91 5.31
C -1.77706 4.16260 4.58938 0.56 0.85 -0.39
O -2.05506 3.88360 3.44938 -0.53 -0.62 -0.42
C -2.71406 3.79460 5.75038 -0.04 -0.88 0.11
H -0.02406 5.56560 4.11238 -0.22 0.85 -2.03
H 0.47294 4.17860 5.06338 -2.90 1.62 -0.60
H -0.53806 5.57260 5.76638 -0.13 -0.99 -1.29
H -2.32506 2.86960 6.31238 -0.13 1.76 -0.35
H -3.61106 3.36360 5.25638 0.30 0.70 0.33
H -2.97006 4.69360 6.40338 0.48 -1.45 -0.69
C -2.89606 -3.35640 1.62938 -4.60 -2.90 -1.08
C -3.46806 -2.90940 0.15438 2.13 -1.84 0.31
O -3.64706 -3.67540 -0.78262 -0.07 0.52 1.51
C -3.55406 -1.43440 -0.04462 1.26 0.07 4.32
H -3.59306 -2.97940 2.44338 0.66 -0.51 -1.04
H -2.03306 -2.85640 1.74638 3.33 1.68 0.43
H -2.73906 -4.51640 1.77538 -0.45 2.45 -0.55
H -2.58406 -0.88940 -0.12862 -0.83 -0.81 -0.55
H -3.90906 -1.10640 0.97838 0.04 0.26 -1.05
H -4.30006 -1.29540 -0.72262 -1.60 1.08 -2.27
C -0.62206 0.75660 -0.30062 2.49 2.38 -0.18
O -0.41006 -0.54340 0.27438 -2.74 -0.58 0.19
P 0.48294 -0.75040 1.52838 -0.63 -2.00 2.62
O 1.57594 0.15260 1.57038 3.15 2.74 -0.38
O -0.41906 -0.49740 2.85238 0.19 -2.76 -1.27
C -0.76706 0.76860 3.24938 2.84 3.18 -2.15
O 0.91494 -2.28340 1.73338 -3.12 1.61 -1.36
C 2.25994 -2.64140 1.81438 1.19 1.23 -2.54
H -1.03006 0.64760 -1.24262 -0.45 -1.21 -2.27
H 0.44194 1.05660 -0.38462 -0.75 0.70 -0.40
H -1.24306 1.72560 -0.08562 0.59 -2.21 1.94
H -1.47006 0.72760 4.00738 -0.36 0.00 2.48
H -1.32306 1.31060 2.54438 -1.45 0.26 -1.88
H 0.15094 1.52160 3.13738 -1.47 -1.74 1.83
H 2.89294 -1.74040 1.80438 0.10 -0.44 -1.38
H 2.54294 -3.55640 1.27138 -0.28 0.88 -0.51
H 2.37894 -2.83540 2.76438 0.61 -1.84 5.28
C 4.71394 1.14560 0.88938 -6.07 -2.80 -1.73
O 3.81994 2.18260 1.26738 -1.40 -0.42 0.10
P 3.36094 2.25360 2.78538 3.89 0.61 2.32
O 4.39794 3.08460 3.42638 -0.56 0.81 0.37
O 1.92394 2.87260 2.95338 -0.81 -1.15 -0.17
C 1.43994 3.91960 2.08938 2.04 -0.48 -0.29
O 3.57694 0.80460 3.55538 -1.02 0.65 -1.40
C 2.99194 0.65760 4.83338 1.52 -5.35 0.46
H 5.33394 0.84660 1.60738 3.28 -0.34 2.68
H 5.00994 1.33460 -0.09062 1.22 0.52 -1.24
H 4.00494 0.17360 0.80738 1.48 1.81 -0.15
H 1.97994 4.80160 2.34038 -0.39 1.26 1.13
H 0.37094 3.96260 2.06138 -0.40 -0.04 0.13
H 1.94694 3.78560 1.15838 -0.63 -0.66 -1.37
H 3.47094 -0.25940 5.57538 -0.69 2.54 -2.62
H 2.00594 0.34560 4.71738 -1.92 -0.66 -0.33
H 2.97294 1.47060 5.40838 0.49 3.65 2.05
C -0.55506 -2.04240 -2.96762 -0.93 0.61 -0.36
O 0.70594 -2.53640 -2.97462 6.57 -0.70 0.35
P 2.01194 -1.71840 -2.42862 0.04 0.38 0.61
O 1.91394 -1.76040 -0.98462 0.67 -0.25 1.79
O 3.47294 -2.46540 -2.92462 -2.13 3.87 -0.61
C 3.60794 -3.84240 -2.59262 -2.62 1.67 -4.01
O 1.83294 -0.09140 -2.82362 0.36 -2.67 -2.16
C 2.87594 0.85560 -2.36262 -1.23 -9.09 3.62
H -0.86306 -2.62740 -3.74862 -2.54 -1.24 -1.89
H -0.42006 -1.09340 -3.39362 -1.15 2.03 0.18
H -1.16106 -2.21840 -2.09062 0.20 0.43 0.51
H 3.51894 -3.92040 -1.63162 -0.53 -0.93 5.73
H 4.44394 -4.30040 -2.95262 2.60 -0.51 -1.16
H 2.76594 -4.18040 -3.12962 -0.92 -1.96 -0.14
H 2.69094 0.71260 -1.33262 -0.01 0.85 1.86
H 2.66094 1.73560 -2.59462 -1.18 7.33 -2.94
H 3.74494 0.30560 -2.40962 2.73 0.12 -1.29
```
Positions in Å, forces in eV/Å.

## Properties
* SMILES string: COP(=O)(OC)OC.COP(=O)(OC)OC.COP(=O)(OC)OC.CC(C)=O.CC(C)=O.CC(C)=O.CC(C)=O.CC(C)=O
* orbital gap: 9.592 eV
* total charge: 0
* relative energy (zero: lowest compared OMol25 entry of this formula, charge and spin): 1395.0 kJ/mol
* 2S+1: 1
* max |F|: 9.9 eV/A
* HOMO energy: -9.3 eV
* E_LUMO: 0.31 eV

=====

# C9H20F2N6O9

A 8-piece molecular cluster, C9H20F2N6O9 overall in a non-equilibrium geometry (ωB97M-V/def2-TZVPD, the Open Molecules 2025 dataset).

XYZ file:
```
46
Properties=species:S:1:pos:R:3:forces:R:3
O 0.81507 5.12290 -1.61295 -0.26 0.64 0.74
H 1.53872 5.61945 -2.00206 0.29 0.18 -0.77
H 1.23111 4.54599 -0.96822 1.02 -1.20 2.08
H 0.35365 4.51181 -2.19195 -0.76 -1.03 -1.59
O 0.94988 0.39026 -0.50318 0.61 -1.08 0.53
H 0.29916 -0.00437 0.08202 -1.36 -0.58 0.69
H 0.55328 0.58948 -1.35442 -0.57 1.08 -1.38
H 1.35786 1.11401 -0.02221 0.56 1.40 0.00
C -4.55587 -1.08330 1.93620 5.01 2.63 -0.78
C -5.77075 -0.48861 2.06686 -3.64 -3.05 0.85
C -5.95441 1.04038 1.87103 -4.69 0.41 2.22
O -7.02738 1.70133 2.22722 1.48 -2.44 -0.41
C -4.97523 1.75576 1.32182 3.89 0.41 -0.94
C -3.64373 1.27885 1.10650 -0.44 1.75 -1.39
C -3.35324 -0.27016 1.57980 -3.00 0.43 -0.91
O -2.24078 -0.73972 1.40837 1.97 -0.37 -0.01
O -2.84159 2.07725 0.46860 -0.26 -2.66 1.74
O -6.73163 -1.34837 2.31895 0.77 2.94 -0.38
H -4.32392 -2.12549 2.09878 -0.47 -0.10 0.06
H -5.17156 2.80976 1.19163 0.12 0.10 -0.25
F 2.80049 3.45759 0.59602 -0.57 -0.14 -0.56
F -0.00299 2.05324 -3.48323 0.40 0.13 0.71
C 4.51593 0.74948 3.59371 1.84 -0.94 0.86
O 4.98863 -0.12908 4.31067 -0.77 0.15 0.55
N 4.85647 0.89427 2.32738 0.89 -0.16 -4.22
N 3.76391 1.81383 3.86525 -1.30 0.69 1.78
H 4.34494 1.59276 1.80723 0.35 -0.21 -0.58
H 5.49037 0.34222 1.76745 -0.25 -0.27 0.74
H 3.62868 2.37951 3.03952 -0.89 0.82 1.05
H 3.40247 1.97894 4.79380 -0.11 0.14 -0.56
C -2.66124 -1.67521 -4.48646 -2.65 -0.81 -1.42
O -3.23235 -2.74341 -4.40862 -0.35 -1.33 0.02
N -3.08684 -0.66844 -5.19177 -2.95 3.02 -2.81
N -1.51317 -1.40296 -4.02161 6.17 -1.53 3.54
H -3.86415 -0.84469 -5.81211 -0.05 0.50 0.49
H -2.72740 0.26182 -5.03198 -0.22 -0.17 -0.29
H -0.92831 -0.58379 -4.10535 -0.47 0.12 -0.26
H -1.06631 -2.29530 -3.86630 0.65 0.44 0.80
C 3.84669 -3.56022 0.12824 -0.06 0.09 -0.72
O 3.80494 -2.60968 -0.55799 -0.24 4.77 -3.13
N 3.98949 -3.55101 1.37473 0.82 1.75 7.65
N 3.75097 -4.73756 -0.32957 -0.34 -5.48 -3.52
H 3.89710 -2.62773 1.77362 0.28 -0.35 0.63
H 4.14500 -4.36843 1.94722 -0.17 0.55 -0.07
H 3.68402 -5.53874 0.28177 -0.15 -0.01 -0.90
H 3.66403 -4.68463 -1.33443 -0.15 -1.22 0.11
```
Positions in Å, forces in eV/Å.

## Properties
* orbital gap: 2.688 eV
* total charge: -2
* 2S+1: 1
* max |F|: 7.9 eV/A
* HOMO energy: -0.2 eV
* E_LUMO: 2.47 eV

=====

# C26H19F4IrN10S2

C26H19F4IrN10S2 as an isolated structure (ωB97M-V/def2-TZVPD, the Open Molecules 2025 dataset).

XYZ file:
```
62
Properties=species:S:1:pos:R:3:forces:R:3
Ir -0.25722 -0.15329 -0.36225 0.26 0.54 -0.33
N -1.38590 -1.67951 -1.26569 -0.29 -0.03 0.31
C -2.81359 -1.57079 -0.99149 -0.05 -0.12 -0.13
C -3.70527 -1.45517 -2.03832 0.01 -0.06 -0.02
C -5.05793 -1.30904 -1.76343 -0.02 -0.02 0.04
C -5.48863 -1.27192 -0.44579 0.02 0.02 -0.03
C -4.57502 -1.39309 0.59164 -0.02 0.01 0.01
C -3.21659 -1.54535 0.33769 0.07 -0.02 -0.04
C -2.21315 -1.65167 1.42332 0.04 -0.02 0.07
C -2.54801 -2.36307 2.57899 -0.04 -0.02 0.00
C -1.66599 -2.48733 3.63744 -0.02 0.02 0.02
C -0.42293 -1.87884 3.56259 0.02 0.03 -0.02
C -0.06752 -1.18221 2.41439 -0.04 0.01 0.05
C -0.93833 -1.06347 1.32424 0.14 0.07 0.14
H -1.24675 -1.77989 -2.26616 0.04 -0.12 -0.01
H -1.02083 -2.51100 -0.80041 -0.12 -0.20 -0.25
H -3.35685 -1.49542 -3.06489 -0.01 0.00 0.00
H -5.76944 -1.24097 -2.57441 0.01 0.05 0.00
H -6.53862 -1.13860 -0.22471 -0.01 -0.04 0.00
H -4.91738 -1.34580 1.61741 -0.02 0.00 -0.01
H -3.51697 -2.84318 2.63501 0.02 -0.02 0.00
H -1.94683 -3.05881 4.51145 -0.01 0.02 0.01
H 0.27195 -1.94887 4.38966 0.00 -0.01 0.00
H 0.91026 -0.71171 2.37035 -0.01 -0.05 0.00
N 0.69964 0.75056 -2.24814 -0.31 -0.23 -0.07
N 1.93756 1.34455 -1.95833 0.02 -0.06 0.10
C 2.19548 1.76751 -0.71017 -0.02 0.13 0.12
N 3.32141 2.43944 -0.50655 0.04 0.00 -0.06
S 1.12515 1.50425 0.58516 0.08 -0.09 0.17
H 0.85668 -0.02773 -2.88152 0.09 0.05 -0.04
H 0.07711 1.41710 -2.70417 0.07 0.09 0.03
H 2.55939 1.55754 -2.72517 -0.05 0.06 -0.03
H 3.95866 2.68077 -1.24916 -0.02 0.05 0.00
H 3.55116 2.74293 0.42597 0.01 -0.02 0.00
F 3.71460 -1.37687 1.57478 0.01 0.00 0.00
C 4.32641 -2.55587 1.72492 0.01 -0.01 -0.08
C 5.42671 -2.63380 2.48733 0.01 -0.05 0.06
F 5.87462 -1.54161 3.06925 0.00 0.00 0.00
C 6.15090 -3.88305 2.67445 -0.08 0.00 -0.04
C 5.55617 -5.03386 2.00964 0.05 0.03 0.00
C 4.44177 -4.94352 1.26216 -0.05 0.02 0.01
F 3.95658 -6.02590 0.67811 -0.01 0.00 0.01
C 3.75018 -3.69506 1.05710 0.04 0.02 0.06
C 2.61613 -3.59898 0.29473 -0.06 0.03 -0.04
C 1.94407 -2.37513 0.01571 0.05 -0.05 -0.10
N 1.28990 -1.49222 -0.31895 -0.06 -0.11 0.18
C 1.90203 -4.69928 -0.28422 0.01 -0.03 0.05
N 1.20684 -5.48778 -0.74810 0.02 0.03 -0.07
F 6.12977 -6.20509 2.15544 0.01 0.00 -0.02
C 7.30095 -3.96272 3.39506 0.08 0.02 0.06
C 7.86119 -2.85223 4.10962 0.03 0.01 -0.08
N 8.35762 -1.99430 4.68900 -0.01 -0.01 0.03
C 8.09719 -5.15035 3.48993 -0.05 -0.02 -0.03
N 8.79532 -6.05991 3.55218 0.01 0.01 0.06
N -2.75209 3.45435 0.90727 0.06 0.01 -0.05
C -2.15163 2.27111 0.97643 -0.17 -0.04 0.13
N -1.72883 1.82479 2.14844 0.15 0.08 -0.09
S -2.05896 1.34726 -0.47566 0.16 0.12 -0.13
H -2.90639 4.02644 1.72190 -0.10 -0.05 0.02
H -3.09527 3.79014 0.02285 0.07 0.03 -0.01
H -1.80170 2.38024 2.98629 -0.03 0.00 0.00
H -1.36527 0.88314 2.22142 -0.02 -0.05 0.03
```
Positions in Å, forces in eV/Å.

## Properties
* orbital gap: 5.447 eV
* total charge: +2
* relative energy (zero: lowest compared OMol25 entry of this formula, charge and spin): 0.0 kJ/mol
* 2S+1: 1
* max |F|: 0.7 eV/A
* HOMO energy: -13.3 eV
* E_LUMO: -7.86 eV